Entry 1:
Here is 6 unconnected molecules or ions with the total composition C22H50B2BrO18PSSi from OMol25. Energies are from ωB97M-V with the def2-TZVPD basis set.

Computed properties:
- E_LUMO: -0.8 eV
- E_HOMO: -9.255 eV
- Electronic energy: -5875.48276 Ha
- HOMO-LUMO gap: 0.3119 Eh
- SMILES: COB(O)[Si@@](Br)([PH2]=S)B(C)O.CCOC(=O)OC.CCOC(=O)OC.CCOC(=O)OC.CCOC(=O)OC.CCOC(=O)OC
- Multiplicity: 1

The geometry in XYZ format:
```
96
Properties=species:S:1:pos:R:3:forces:R:3
C -4.604 -3.514 -0.672 -1.8586 0.6348 -1.4262
O -4.350 -4.107 0.651 3.6500 -0.5141 -1.5650
B -3.027 -4.775 0.715 -3.2699 -2.0001 -3.4763
O -2.720 -5.760 -0.341 0.5880 1.8591 2.7797
Si -1.881 -4.296 2.204 -1.6719 0.8755 1.8980
Br -3.293 -3.422 3.842 0.7216 -0.5519 -0.6307
P -0.852 -5.990 3.154 1.1083 -1.0617 1.7818
S -0.186 -7.344 1.926 -0.0171 -0.1225 -0.8638
B -0.677 -2.878 1.647 3.4085 2.1539 -1.8425
C -0.762 -1.300 2.204 -0.2123 0.0867 0.4268
O 0.372 -3.231 0.642 -2.2055 -1.3117 2.7323
H -4.014 -2.522 -0.888 -0.9249 -1.9133 0.7911
H -5.763 -3.233 -0.692 2.5949 -0.5757 0.1305
H -4.434 -4.230 -1.581 -0.1208 1.0714 1.9543
H -1.880 -6.275 -0.156 -1.2656 0.8350 -0.1104
H -1.691 -6.595 4.192 0.5764 0.8809 -0.5991
H 0.320 -5.463 3.866 -1.2920 -0.1070 -0.1506
H -1.572 -1.168 3.058 1.6802 -0.3789 -1.8157
H 0.287 -0.999 2.688 -2.1838 -0.5055 -1.3037
H -1.072 -0.546 1.351 0.8972 -1.4342 1.6365
H 0.482 -4.245 0.638 -0.2355 2.1994 -0.3021
C 2.544 4.878 3.125 0.0742 -0.2477 0.0964
C 1.663 5.052 1.901 -0.1116 0.3198 0.6654
O 2.180 4.310 0.789 -0.2719 -1.1423 -0.4031
C 1.945 2.975 0.814 -0.1319 -0.0117 0.7491
O 1.336 2.368 1.683 0.8127 0.8299 -1.3780
O 2.531 2.422 -0.277 -0.3066 0.5172 1.0341
C 2.448 1.000 -0.319 -0.0327 -0.6253 -0.0247
H 3.583 5.131 2.891 -0.1711 0.1476 0.0224
H 2.198 5.517 3.944 0.1334 -0.1187 -0.2009
H 2.541 3.842 3.475 -0.1361 0.1323 -0.0537
H 1.659 6.106 1.604 0.1065 -0.3105 -0.2662
H 0.623 4.771 2.106 0.2276 -0.1640 -0.0965
H 1.413 0.657 -0.208 0.2378 0.1044 0.1554
H 3.083 0.569 0.460 -0.2440 0.0246 -0.0538
H 2.817 0.666 -1.292 0.0162 0.3343 0.1314
C 1.097 2.732 -2.975 0.1576 0.1805 -0.2317
C 0.632 1.340 -3.365 0.5287 0.2399 0.4593
O -0.461 1.407 -4.290 -0.0567 -0.0749 -1.1574
C -0.126 1.694 -5.573 0.6470 0.3050 0.0050
O 1.004 1.889 -5.995 -1.7046 -0.3856 0.5753
O -1.267 1.760 -6.303 0.7426 -0.2048 0.7182
C -1.065 2.159 -7.655 0.0364 0.1165 -0.6184
H 0.259 3.329 -2.602 0.0535 -0.1594 0.1020
H 1.869 2.679 -2.200 -0.3200 0.0983 -0.3556
H 1.511 3.269 -3.834 -0.0152 -0.1822 0.0496
H 0.262 0.820 -2.475 -0.2467 0.0288 -0.3456
H 1.451 0.738 -3.773 -0.1871 0.1752 -0.1403
H -0.315 1.532 -8.149 -0.0613 0.2243 0.2115
H -0.771 3.213 -7.691 0.1110 -0.2099 -0.0309
H -2.013 2.046 -8.189 0.0708 -0.0531 0.3787
C 5.962 8.780 7.991 -0.2476 0.0912 0.1620
C 6.087 8.389 6.529 0.4976 0.4020 0.3344
O 4.986 7.564 6.124 -1.0236 0.3041 -0.4902
C 3.821 8.216 5.889 0.1183 0.6077 0.3455
O 3.639 9.421 5.983 0.2343 -1.7873 -0.2450
O 2.881 7.296 5.559 0.8336 0.5807 0.1697
C 1.576 7.841 5.386 -0.5282 0.2333 -0.1070
H 5.842 7.891 8.619 0.1651 0.0481 -0.1189
H 6.848 9.331 8.321 -0.0976 -0.1135 -0.0786
H 5.084 9.410 8.161 0.1571 -0.0036 -0.1261
H 6.996 7.794 6.390 -0.3878 -0.1258 -0.1146
H 6.174 9.267 5.880 -0.2365 -0.1509 0.1119
H 1.581 8.673 4.673 0.0727 -0.0985 0.2781
H 1.177 8.163 6.352 0.0766 0.1007 -0.2028
H 0.928 7.054 4.989 0.3312 -0.0213 0.1273
C 1.851 -9.452 -4.954 -0.2317 0.1751 0.1039
C 2.655 -10.551 -4.280 -0.2263 -0.0474 -0.6228
O 3.027 -10.169 -2.950 -0.5175 -0.2109 0.9058
C 2.048 -10.263 -2.017 -0.5521 0.0405 -0.1902
O 0.904 -10.645 -2.212 1.6786 0.4732 0.3041
O 2.549 -9.830 -0.834 -0.1667 -0.4418 -1.0757
C 1.586 -9.779 0.216 -0.3626 -0.0344 0.5027
H 2.392 -8.502 -4.920 0.0622 -0.1734 -0.0951
H 1.647 -9.708 -5.999 0.0782 0.0167 0.1426
H 0.894 -9.292 -4.448 0.1052 -0.1580 -0.0698
H 3.585 -10.711 -4.836 -0.0174 0.0864 0.4076
H 2.115 -11.504 -4.275 -0.0035 0.2375 0.1831
H 1.070 -10.739 0.332 0.0334 0.2517 -0.1699
H 0.869 -8.976 0.023 0.0372 -0.2830 -0.0297
H 2.112 -9.557 1.149 0.1210 0.0106 -0.3609
C -4.464 0.504 -3.618 -0.1402 -0.2370 0.1011
C -4.256 1.929 -3.133 0.5743 -0.4070 -0.2634
O -5.505 2.537 -2.784 -0.5560 0.0385 1.0772
C -6.023 2.166 -1.587 0.2670 -0.5202 0.0598
O -5.520 1.381 -0.798 -0.7064 1.1814 -1.0478
O -7.215 2.795 -1.429 0.9894 -0.3175 -0.2244
C -7.919 2.411 -0.251 -0.3042 -0.0804 0.5043
H -5.193 0.477 -4.433 0.1795 0.0946 0.0008
H -3.520 0.074 -3.970 -0.1044 0.1450 0.0125
H -4.854 -0.134 -2.821 0.1199 0.1283 -0.0059
H -3.827 2.528 -3.944 -0.3264 0.0677 0.2081
H -3.553 1.973 -2.294 -0.2865 -0.0430 -0.0222
H -7.293 2.519 0.642 -0.0612 -0.1612 -0.2583
H -8.274 1.381 -0.351 0.1701 0.1071 0.1267
H -8.786 3.068 -0.143 0.2566 -0.0145 -0.2920
```
Positions in Å, forces in eV/Å.

Atomic partial charges in e from the Löwdin method, atoms 1 to 2: -0.10, -0.13


Entry 2:
Here is a molecular structure, C22H50F6N5O14PdS3 from OMol25. Energies are from ωB97M-V with the def2-TZVPD basis set.

Computed properties:
- <S²>: 2.005
- E_LUMO (spin up / spin down): -7.7 / -9.4 eV
- E_HOMO (spin up / spin down): -16.378 / -16.290 eV
- Electronic energy: -4115.98366 Ha
- HOMO-LUMO gap (spin up / spin down): 0.3198 / 0.2514 Eh
- Charge: +3
- Multiplicity: 3

The geometry in XYZ format:
```
101
Properties=species:S:1:pos:R:3:forces:R:3
Pd 2.370 -2.380 -0.383 1.2030 -0.5248 -0.3336
S -0.300 -1.621 -0.369 1.3738 -0.3006 0.1870
O -0.859 -0.579 -1.177 -1.0494 1.8178 0.1510
O 0.832 -1.217 0.483 -0.6876 2.1385 2.9310
O -1.316 -2.395 0.277 -2.6683 0.0662 2.2100
O 0.403 -2.571 -1.171 1.6539 -3.0853 -4.3270
C -0.923 1.995 3.785 0.4160 -0.1594 0.3357
C -1.004 0.702 3.025 -1.9349 1.5200 -0.3137
O -1.866 0.549 2.194 2.0101 -1.2943 0.9911
N 0.050 -0.348 3.397 -1.7423 -0.4742 -0.1492
H 0.499 -0.563 2.518 1.2027 0.1004 -0.6927
H 0.619 0.050 4.130 0.8351 0.1625 -0.2318
C -0.517 -1.656 3.889 -1.8232 0.8257 0.6695
H -1.078 1.868 4.857 -0.2398 -0.3495 0.1398
H -1.694 2.664 3.404 0.2448 -0.0746 -0.0092
H 0.075 2.431 3.745 0.0401 0.0751 -0.3391
H -1.350 -1.901 3.230 0.6929 -0.6527 -0.5975
H -1.101 -1.411 4.776 0.5038 -0.0783 0.5012
H 0.249 -2.397 4.118 -0.1094 0.1840 -0.4573
C 0.899 1.325 -3.468 0.1795 -0.8593 -0.6967
C 0.282 0.331 -4.443 -0.6726 2.6492 -2.5223
O 0.278 0.443 -5.662 -0.0405 -1.5136 3.9353
N -0.819 -0.503 -3.722 0.9778 -0.7787 -2.2577
H -0.732 -0.560 -2.717 0.3736 0.6750 1.0995
H -1.661 -0.005 -3.971 -0.4893 0.1059 -0.0215
C -0.917 -1.938 -4.198 0.6758 1.3028 -0.2845
H 1.741 1.818 -3.954 0.1944 -0.3088 0.2609
H 1.106 0.850 -2.508 0.3467 0.2044 -0.1104
H 0.167 2.116 -3.311 -0.3182 -0.1153 -0.0223
H 0.074 -2.383 -4.108 -0.1365 -0.0101 0.0451
H -1.157 -1.786 -5.250 -0.5042 -1.0544 0.1104
H -1.594 -2.418 -3.492 -0.2400 -0.2522 -0.7137
C -2.066 -5.868 -2.296 -1.2135 -0.2400 -0.1289
C -2.598 -5.477 -0.933 -2.0899 -0.2070 -0.3319
O -3.800 -5.501 -0.641 4.2751 0.5734 -0.0572
N -1.475 -5.059 0.009 -1.9268 -2.1214 1.3625
H -0.597 -5.276 -0.439 1.1854 -0.9687 -0.4729
H -1.430 -4.051 0.034 -0.3704 1.0331 0.7019
C -1.488 -5.740 1.463 0.2430 1.3315 -1.6176
H -2.963 -5.885 -2.916 0.1481 -0.0459 -0.2327
H -1.709 -6.897 -2.270 0.1570 -0.1319 0.2528
H -1.284 -5.293 -2.792 0.0640 0.3158 0.5919
H -1.635 -6.813 1.345 0.0746 0.2401 -0.0871
H -2.265 -5.268 2.065 0.0290 -0.1241 -0.2556
H -0.491 -5.485 1.824 -0.1571 -0.3303 0.1871
C -6.118 -2.604 -0.459 -0.1946 1.0984 -0.3780
C -4.807 -2.211 0.150 -0.1741 -3.1906 2.3437
O -4.483 -2.623 1.243 0.2283 1.7641 -1.9063
N -3.754 -1.651 -0.779 -1.6991 2.0274 0.9079
H -2.828 -1.860 -0.435 0.9425 -0.8579 0.5586
H -3.906 -2.067 -1.687 -0.1288 0.3778 -0.5860
C -3.813 -0.108 -0.649 0.9710 0.2581 -0.6238
H -5.923 -3.524 -1.009 -0.0731 -0.2054 -0.0095
H -6.532 -1.870 -1.150 0.1314 0.0423 -0.1587
H -6.869 -2.769 0.314 0.3300 -0.1678 0.0472
H -3.035 0.144 0.072 -0.3543 -0.1647 0.2222
H -4.766 0.334 -0.358 -0.1634 -0.7153 -0.0463
H -3.467 0.371 -1.565 -0.2687 -0.3395 -0.1511
C 0.054 2.350 -0.262 0.8526 -0.5384 0.0490
C 0.401 3.553 0.659 -0.1471 0.2063 -0.6180
C 1.276 4.665 0.023 -1.2799 0.2142 0.1899
N 1.826 5.725 1.003 -0.4698 0.7684 0.7405
C 0.741 6.380 1.992 0.6126 -0.5318 -1.2138
C 2.427 6.907 0.184 0.7486 0.5671 0.1544
C 3.795 7.256 0.837 0.4240 -1.0038 1.2212
C 3.861 6.402 2.177 -1.6291 0.5945 0.2029
C 2.954 5.194 1.882 1.6460 0.0686 -0.3335
H -0.370 2.540 -1.248 -0.3791 0.8441 0.2692
H -0.640 1.685 0.252 -0.1268 0.1841 0.0448
H 0.897 1.714 -0.529 0.4005 0.2227 0.5093
H 0.900 3.235 1.574 -0.0797 -0.3253 -0.1285
H -0.592 3.921 0.920 0.1586 0.5889 0.3388
H 0.676 5.254 -0.671 -0.1516 -0.0138 -0.0090
H 2.059 4.213 -0.586 0.5498 0.2268 0.5562
H -0.159 6.598 1.417 0.1401 -0.1276 -0.0777
H 1.138 7.320 2.375 0.2532 -0.1991 -0.2177
H 0.510 5.739 2.843 0.1973 -0.2832 -0.3469
H 1.774 7.776 0.097 -0.4867 -0.2712 0.8060
H 2.532 6.654 -0.870 0.2465 -0.7349 0.2352
H 4.043 8.289 1.085 -0.7559 0.1498 -0.2668
H 4.572 6.961 0.132 0.1337 -0.2870 0.2680
H 3.380 6.816 3.063 -0.6696 1.3293 -0.4381
H 4.795 6.292 2.728 0.6329 -0.9200 -1.2261
H 2.567 4.738 2.794 -0.1694 -0.0430 -0.2801
H 3.577 4.488 1.333 -0.6040 -0.3854 -0.3382
C 3.307 1.105 2.581 0.2334 -1.1994 -2.3861
F 1.985 1.440 2.522 0.0612 0.5006 0.1380
F 3.987 2.089 3.142 -0.4801 -0.8873 -0.1717
F 3.322 -0.044 3.253 0.4706 0.3258 0.7866
S 3.905 0.669 0.724 3.2002 2.6365 -2.0145
O 3.225 1.677 -0.117 -0.1023 -1.3217 1.5347
O 5.380 0.850 0.718 -3.4524 -0.9141 0.8946
O 3.479 -0.721 0.382 0.0476 0.3599 0.9229
C 1.743 -5.644 -3.485 -0.2981 0.0322 2.6064
F 2.793 -5.728 -4.202 1.4484 -0.6843 -0.9847
F 1.190 -4.470 -3.731 -1.1835 1.3905 -0.3065
F 0.858 -6.599 -3.755 0.2612 0.0496 0.0567
S 2.214 -5.672 -1.591 1.4056 -3.9140 -0.7462
O 3.284 -6.674 -1.579 -1.8995 2.0747 0.1374
O 2.702 -4.319 -1.221 -0.3343 0.8295 0.1654
O 0.973 -6.081 -0.909 0.3410 1.2281 -0.3434
```
Positions in Å, forces in eV/Å.

Atomic partial charges in e from the Löwdin method, atoms 1 to 2: 1.20, 0.23


Entry 3:
Here is 3 unconnected molecules or ions with the total composition C22H52BN2O7PS from OMol25. Energies are from ωB97M-V with the def2-TZVPD basis set.

Computed properties:
- E_LUMO: 0.0 eV
- E_HOMO: -8.328 eV
- Electronic energy: -2269.77879 Ha
- HOMO-LUMO gap: 0.3049 Eh
- SMILES: CCOB(O)P(CCCCS(=O)(=O)O)CCCC(=O)O.CCN(CC)CC.CCN(CC)CC
- Multiplicity: 1

The geometry in XYZ format:
```
86
Properties=species:S:1:pos:R:3:forces:R:3
C 3.355 -4.628 1.278 -0.0784 -0.8417 -0.1473
C 3.250 -3.626 2.571 0.4984 -1.5338 0.3251
O 2.534 -2.360 2.321 3.0595 0.3697 -2.6798
B 3.284 -1.481 1.402 0.6135 -0.8902 1.7949
O 4.724 -1.628 1.061 -1.9221 0.8226 2.1233
P 2.342 -0.036 0.503 -1.1225 0.2748 -0.8025
C 0.501 -0.649 0.497 -1.3212 0.1994 1.0035
C 0.146 -1.591 -0.823 -0.3489 -0.9192 0.2352
C 1.412 -1.780 -1.851 -0.1174 -0.5614 -0.7374
C 1.017 -2.630 -3.234 -0.9907 1.3128 0.6614
S 2.554 -2.452 -4.355 6.4258 -3.7709 0.3522
O 2.740 -3.654 -5.316 -2.0687 4.8074 2.4820
O 3.853 -2.397 -3.460 -5.2272 0.7195 -2.5563
O 2.496 -0.924 -5.151 -0.2406 -1.3794 2.4230
C 2.533 1.613 1.447 0.5367 1.4339 0.5698
C 4.074 2.162 1.102 0.1167 -0.4725 0.5424
C 4.568 3.315 2.200 0.4335 0.0566 -1.1720
C 6.127 3.013 2.653 2.2574 -0.1476 5.5185
O 6.539 2.941 3.922 -2.8800 0.3672 -8.0969
O 7.168 2.854 1.586 -2.8642 -1.4787 2.0115
H 2.305 -4.960 0.847 2.0067 0.8854 1.0629
H 3.889 -5.638 1.619 -1.1243 2.2535 -0.5732
H 3.985 -4.222 0.379 -1.1519 -0.4401 1.8588
H 4.342 -3.411 2.941 -2.1370 -0.3799 -0.6331
H 2.661 -4.187 3.418 1.1579 1.2246 -1.6591
H 5.316 -1.296 1.798 -1.0521 -0.8125 -1.1764
H 0.268 -1.257 1.498 0.4985 1.2460 -2.2737
H -0.223 0.295 0.539 1.6081 -1.9210 -0.2621
H -0.854 -1.243 -1.373 2.3554 -0.4869 1.1288
H -0.120 -2.664 -0.374 0.6459 2.2249 -1.1364
H 2.233 -2.442 -1.308 -1.4964 1.7948 -1.2464
H 1.858 -0.750 -2.256 -0.9322 -2.2768 1.3853
H 0.786 -3.761 -3.026 0.7803 2.1975 -0.7576
H 0.113 -2.096 -3.799 1.9990 -1.2909 1.1353
H 2.764 -0.270 -4.420 -0.3000 -1.3006 -1.3491
H 1.812 2.469 1.056 1.1710 -2.1245 0.7080
H 2.350 1.482 2.600 0.5550 0.4604 -2.1457
H 4.163 2.550 -0.020 -0.2965 -0.9367 2.5973
H 4.785 1.237 1.226 -1.2445 1.7454 -0.4280
H 4.557 4.377 1.668 0.1279 -2.2354 1.1971
H 3.802 3.337 3.084 2.0199 -0.0754 -1.3998
H 7.302 1.854 1.527 -0.0629 1.9199 0.1613
C -5.387 1.050 -3.654 -0.0798 -0.0712 -0.1831
C -3.878 1.261 -3.734 -0.0160 -0.2355 -0.1017
N -3.172 0.289 -4.576 0.3270 -0.2222 0.0945
C -1.710 0.366 -4.443 -0.3312 -0.1075 0.1623
C -1.026 1.646 -4.911 0.3291 0.1295 -0.1297
C -3.659 0.147 -5.949 -0.3199 -0.1641 0.1672
C -3.649 1.390 -6.831 0.0495 0.1794 -0.3772
H -5.629 0.049 -3.281 0.0700 0.1070 -0.1127
H -5.828 1.781 -2.968 0.1180 -0.0887 -0.0960
H -5.871 1.186 -4.627 0.0566 -0.0449 0.1659
H -3.494 1.181 -2.709 0.2142 -0.0597 -0.2119
H -3.686 2.287 -4.060 -0.0113 0.2356 0.0130
H -1.255 -0.488 -4.961 -0.2284 0.0576 -0.0994
H -1.460 0.215 -3.386 -0.1851 0.0477 0.0671
H -0.954 1.690 -5.999 -0.0494 0.0776 0.0975
H 0.000 1.675 -4.527 -0.0836 0.0016 -0.0194
H -1.531 2.547 -4.555 0.0071 -0.0946 -0.0303
H -4.686 -0.238 -5.913 0.1105 0.0973 0.1740
H -3.099 -0.650 -6.456 0.1139 0.1153 0.2783
H -3.990 2.286 -6.303 0.0359 -0.1023 -0.0147
H -4.318 1.242 -7.685 0.0592 0.0176 0.0911
H -2.654 1.584 -7.240 -0.1302 0.1023 0.0840
C -4.543 0.575 5.963 -0.0799 -0.0674 -0.1805
C -3.034 0.786 5.883 -0.0205 -0.2569 -0.0955
N -2.328 -0.187 5.041 0.2877 -0.1748 0.0305
C -0.866 -0.109 5.174 -0.2699 -0.1843 0.1904
C -0.182 1.171 4.705 0.3218 0.1524 -0.1117
C -2.816 -0.329 3.667 -0.3028 -0.1571 0.2399
C -2.805 0.915 2.785 0.0267 0.1823 -0.3854
H -4.785 -0.426 6.335 0.0724 0.1093 -0.1123
H -4.984 1.305 6.649 0.1164 -0.0902 -0.0957
H -5.028 0.711 4.989 0.0497 -0.0444 0.1596
H -2.650 0.706 6.907 0.2103 -0.0611 -0.2332
H -2.842 1.812 5.556 -0.0119 0.2463 0.0112
H -0.411 -0.963 4.655 -0.2270 0.0640 -0.0449
H -0.617 -0.260 6.230 -0.1940 0.0393 -0.0058
H -0.110 1.214 3.617 -0.0622 0.0806 0.0339
H 0.844 1.200 5.089 -0.0881 -0.0079 -0.0036
H -0.687 2.072 5.061 0.0111 -0.0768 -0.0399
H -3.842 -0.713 3.703 0.1016 0.1019 0.1620
H -2.256 -1.125 3.161 0.1282 0.1069 0.2693
H -3.146 1.810 3.313 0.0409 -0.1013 -0.0146
H -3.474 0.767 1.931 0.0443 0.0165 0.0739
H -1.811 1.109 2.376 -0.0982 0.1046 0.0887
```
Positions in Å, forces in eV/Å.

Atomic partial charges in e from the Löwdin method, atoms 1 to 2: -0.10, -0.23


Among the records above, which one has the highest electronic energy?
C22H52BN2O7PS


Which formula does entry 3 have?
C22H52BN2O7PS